# 1
C20H20FeN6O5 | ωB97M-V/def2-TZVPD

**HOMO-LUMO gap (alpha / beta)**: 7.5180 / 7.5531 eV
**Spin multiplicity**: 2
**Total energy**: -74625.0433 eV
**Charge**: +1
**LUMO level (alpha / beta)**: -3.876 / -3.840 eV
**Molar mass**: 480.3 g/mol

```
52
C20H20FeN6O5 | OMol25 | ωB97M-V/def2-TZVPD
H 0.5469 2.1237 1.3603
N 1.3479 0.9115 -0.7099
N 1.6577 -1.3416 -1.1815
H 3.9159 -1.1764 -5.5130
C 3.6783 0.9334 -5.1765
H 4.1502 1.2101 -6.1095
H -1.4045 2.6805 0.0437
H -2.9694 -0.5471 2.7227
H 2.8270 -1.8172 -3.3803
H 3.3017 2.9661 -4.5992
O -2.9138 -3.0908 1.7112
C 0.2591 -2.7970 4.4065
H -4.2046 -0.7726 1.4973
H -2.5256 1.5168 2.6183
C -2.1593 0.6890 -1.5653
C -3.1599 0.4177 -0.4689
H 2.0387 -3.0944 0.5922
C 1.8001 -0.1092 -1.5312
C -1.4045 2.5065 1.1242
O -1.5414 -1.9389 0.3836
N 0.9581 -1.4492 -0.0177
H 0.3456 -3.4850 5.2362
C 3.2084 1.9198 -4.3369
C 2.6002 1.5457 -3.1424
C -2.5799 1.6706 1.5410
N -0.0022 -1.0477 2.2796
H 1.0765 2.9472 -0.5442
Fe -0.5651 -0.3408 0.4610
H -3.9652 1.1522 -0.4850
H 2.1243 3.4728 -2.5097
C -0.3780 -1.5796 4.5672
C -2.5173 -2.0496 1.2590
O -2.4343 1.3320 -2.5499
H 1.3258 -4.0512 3.0091
N 2.0866 2.4966 -2.2627
O -0.2977 1.6922 1.5175
H -0.7899 -1.2836 5.5210
C 3.5469 -0.4163 -4.8388
C 2.9448 -0.7789 -3.6557
N -2.5057 0.3617 0.8619
C 1.4860 2.1274 -1.1268
O -1.0033 0.1440 -1.3170
C 1.2753 -2.3587 0.8165
H -3.5913 -0.5605 -0.6836
C -0.4931 -0.7342 3.4753
C -3.1258 -0.7182 1.6591
C 0.8018 -3.1199 3.1704
C 0.6569 -2.2192 2.1359
H -0.9826 0.2264 3.5505
H -1.3828 3.4629 1.6467
H -3.5288 2.1646 1.3247
C 2.4653 0.2065 -2.7868
```

Now the Mulliken charges, all in e: H 0.28; N -0.13; N -1.52; H 0.42; C -0.40; H 0.41; H 0.32; H 0.40; H 0.50; H 0.39; O -0.63; C -0.30; H 0.46; H 0.37; C -0.01; C -0.36; H 0.52; C 0.45; C -0.48; O -0.47; N 1.31; H 0.45; C -0.94; C 0.15; C -0.91; N 0.57; H 0.31; Fe 0.24; H 0.39; H 0.26; C -1.03; C 0.54; O -0.67; H 0.47; N 0.05; O -0.46; H 0.45; C -0.81; C -0.35; N 0.50; C -0.31; O -0.54; C -0.44; H 0.42; C -0.02; C -0.84; C -0.97; C 0.80; H 0.58; H 0.49; H 0.33; C 0.78

=====

# 2
C41H29Cl5F5LaOP2S3 | ωB97M-V/def2-TZVPD

**HOMO-LUMO gap**: 5.8642 eV
**Spin multiplicity**: 1
**Total energy**: -173182.8308 eV
**Charge**: -2
**LUMO level**: 3.828 eV
**Energy relative to the best compared isomer or geometry (same formula, charge and spin)**: 0.0 kcal/mol
**Molar mass**: 1107.0 g/mol

```
87
C41H29Cl5F5LaOP2S3 | OMol25 | ωB97M-V/def2-TZVPD
F 9.7492 10.1718 22.0725
H 5.2770 7.6549 20.7858
C 5.1163 11.9825 20.4723
C 10.5583 8.4620 25.7017
C 6.8531 6.3131 19.1554
C 1.1662 10.0892 19.4423
H 4.4893 8.8435 19.6417
H 4.0620 14.9485 19.5179
H -0.0596 8.2796 19.7942
C 6.2785 15.3656 22.0651
C 4.5620 6.5039 18.1904
H 3.0914 9.0254 22.6321
S 8.1126 12.8653 20.7889
S 8.0092 7.6343 22.6672
C 1.9862 15.2454 23.6715
H 1.1815 7.7082 21.8079
C 11.2375 9.5956 25.2918
F 11.6911 11.1881 23.6268
C 5.7442 16.5768 22.5801
C 4.5498 15.4215 20.3582
S 5.2229 10.6290 23.2557
H 7.7875 15.6689 16.1895
Cl 10.2779 7.0173 14.0660
C 9.9957 9.5349 23.2566
H 1.4408 16.0190 24.1859
C 3.0609 14.6581 24.3381
C 3.6760 13.5649 23.7590
C 2.1965 13.7158 21.8705
H 2.6155 11.6850 19.4259
C 2.2513 10.8214 19.9590
C 7.0515 14.9517 16.5981
P 6.2220 13.2155 20.2298
H 7.1434 5.6535 18.3442
C 9.7743 7.8869 15.5232
H 7.7331 6.8631 19.5642
C 10.5565 7.8735 16.6533
H 6.1655 17.0829 23.4484
C 1.4202 8.6468 21.3099
F 10.9006 7.8853 26.8644
C 7.1229 14.5529 17.9347
H 7.9608 14.9544 18.5567
C 5.2062 13.4352 16.2504
Cl 7.5213 8.6120 14.1784
H 4.5934 12.9436 15.5382
H 0.6133 15.2121 22.0551
H 6.1778 14.7139 14.6913
H 6.1832 7.8234 17.8780
O 8.4736 9.6752 18.9906
Cl 6.6555 10.1371 16.7223
H 4.2042 5.8084 18.9801
C 6.2249 13.6199 18.4202
C 5.3978 8.2263 19.8259
C 9.6021 7.8957 24.9121
H 1.8406 13.3655 20.9214
H 4.6590 12.2302 18.0148
F 12.1974 10.1495 26.0673
C 1.5192 14.7813 22.4548
H 3.7294 7.1920 18.0272
C 5.7388 7.2823 18.7206
H 4.4627 13.0619 24.2823
C 9.2606 8.4397 23.6693
C 4.0431 16.5894 20.8724
C 2.4907 9.3499 21.8118
Cl 12.0603 7.0012 16.5658
F 8.9934 6.7415 25.3143
C 10.9741 10.1334 24.0579
P 4.2114 11.6397 21.8105
C 0.7254 8.9661 20.1607
H 6.5052 5.7607 20.0512
C 6.1096 14.3938 15.7172
H 3.1305 17.0085 20.4309
H 4.7050 5.9367 17.2735
H 4.2387 18.0919 22.3688
C 8.5597 8.6215 15.5631
La 7.0389 9.9106 20.8292
C 5.2733 13.0402 17.5760
H 3.3239 15.0196 25.3523
Cl 11.1529 8.5032 19.2382
C 8.9064 9.2044 17.8877
C 5.6899 14.8425 20.9222
C 4.6471 17.1333 21.9830
H 7.1295 14.8450 22.4942
H 0.6873 10.3163 18.5090
C 3.2356 13.0708 22.5483
C 2.9008 10.5002 21.1587
C 10.1957 8.5606 17.8149
C 8.1297 9.2728 16.7027
```

Now the Mulliken charges, all in e: F -0.25; H 0.35; C -1.22; C 0.27; C -1.24; C -0.95; H 0.02; H 0.38; H 0.31; C -0.29; C -1.73; H 0.43; S -0.68; S -0.50; C -0.18; H 0.32; C 0.56; F -0.31; C -0.80; C -0.35; S -0.74; H 0.30; Cl -0.23; C 0.14; H 0.39; C -0.86; C -0.31; C 0.01; H 0.29; C -0.09; C -0.47; P 2.21; H 0.37; C -0.34; H 0.06; C 0.76; H 0.37; C -0.54; F -0.32; C -0.49; H 0.25; C -0.60; Cl -0.23; H 0.46; H 0.42; H 0.38; H -0.75; O -0.27; Cl -0.07; H 0.32; C 0.24; C -1.12; C 0.04; H 0.40; H 0.31; F -0.33; C -1.09; H 0.34; C 2.17; H 0.30; C 0.35; C -0.70; C -0.54; Cl -0.23; F -0.33; C -0.14; P 1.31; C -0.44; H 0.32; C -0.61; H 0.37; H 0.41; H 0.28; C 0.56; La 1.52; C -0.45; H 0.33; Cl -0.18; C -0.64; C -0.17; C -0.19; H 0.40; H 0.40; C 0.24; C 0.29; C 0.06; C -0.05

=====

# 3
C14H26Cl6N2 | ωB97M-V/def2-TZVPD

**HOMO-LUMO gap**: 11.0462 eV
**Spin multiplicity**: 1
**Total energy**: -93053.8399 eV
**LUMO level**: 0.193 eV
**Energy relative to the best compared isomer or geometry (same formula, charge and spin)**: 18.3 kcal/mol
**Molar mass**: 435.1 g/mol

```
48
C14H26Cl6N2 | OMol25 | ωB97M-V/def2-TZVPD
C 2.6263 -4.2245 3.9012
H 1.5950 -5.9410 2.2691
Cl 0.8538 2.3560 4.8044
C -2.5227 3.0385 -2.8612
H 2.9738 -0.3319 -2.1990
Cl 3.3633 1.9129 -2.6986
H -2.2592 2.1159 -3.3785
H -0.3522 1.8249 2.8022
H -3.3953 3.8772 -4.6427
N -6.6393 5.5879 -3.9788
C -3.7775 3.7179 -3.6344
H 2.3139 -4.6892 1.2706
C 0.1835 -0.1150 3.7517
Cl -1.9737 0.1103 0.7342
C 2.4830 -0.3211 -4.3100
C -4.3308 5.0113 -2.9233
C 2.7965 -5.5539 4.4675
H -1.6502 3.6745 -2.7114
H 1.2534 -3.0364 2.8655
N 2.8966 -6.6285 4.8550
H -2.8007 2.7036 -1.8618
H -4.5241 2.9312 -3.7432
H -3.6662 5.8461 -3.1459
C -5.6183 5.3752 -3.4931
H 3.4673 -3.9605 3.2600
H 0.5697 -4.8945 1.2678
H -1.0099 -0.2750 -1.3703
H -0.3183 -0.6688 2.9581
C 1.3952 -4.0856 3.1248
H -4.3913 5.0569 -1.8359
C 1.4564 -4.9245 1.9010
H -1.2055 1.3626 4.1726
C -0.7239 0.3327 -0.5118
H 0.5328 -4.3896 3.7180
H 2.6621 -1.3748 -4.5238
H 2.6518 0.2533 -5.2209
C -0.1863 1.3883 3.7870
H -0.8703 1.3403 -0.9010
Cl 0.7897 -0.0424 -3.8208
Cl -0.4147 -0.8766 5.2152
H 4.3823 -0.1652 -3.3007
Cl 1.2169 -1.4599 0.3428
C 3.3653 0.1638 -3.0873
H 0.8038 0.7343 0.9873
H 2.5909 -3.4931 4.7086
H 1.2493 -0.2711 3.5849
C 0.7251 0.2378 0.0201
H 1.4331 0.7697 -0.6154
```

Now the Mulliken charges, all in e: C -0.51; H 0.46; Cl -0.18; C -1.15; H 0.15; Cl -0.18; H 0.37; H 0.24; H 0.33; N -0.40; C -0.56; H 0.33; C -0.19; Cl -0.19; C -0.47; C -0.43; C 0.27; H 0.38; H -0.41; N -0.42; H 0.33; H 0.36; H 0.27; C 0.17; H 0.28; H 0.33; H 0.35; H 0.00; C 0.50; H 0.35; C -1.38; H 0.38; C -0.24; H 0.29; H 0.31; H 0.34; C -0.44; H 0.06; Cl -0.14; Cl -0.20; H 0.35; Cl -0.19; C -0.35; H -0.07; H 0.28; H 0.40; C 0.18; H 0.04

=====

# 4
C3H3NO2 | ωB97M-V/def2-TZVPD

**HOMO-LUMO gap**: 11.9215 eV
**Spin multiplicity**: 1
**Total energy**: -8743.6112 eV
**LUMO level**: 0.057 eV
**Energy relative to the best compared isomer or geometry (same formula, charge and spin)**: 35.1 kcal/mol
**Molar mass**: 85.1 g/mol

```
9
C3H3NO2 | OMol25 | ωB97M-V/def2-TZVPD
C 1.3852 -0.3572 0.1085
H 1.9892 0.3635 -0.4402
H 1.1162 -1.2056 -0.5201
C -1.8734 1.0089 -0.1496
O 0.2082 0.3699 0.4778
C -0.9669 -0.1245 0.1025
O -1.2616 -1.2699 -0.0946
N -2.5131 1.9115 -0.4821
H 1.9162 -0.6967 0.9977
```

Now the Mulliken charges, all in e: C -0.59; H 0.23; H 0.34; C 0.18; O -0.29; C 0.68; O -0.47; N -0.31; H 0.23

=====

What is the spin multiplicity in the first record? 2

=====

Among the records above, which one has the lowest total energy? C41H29Cl5F5LaOP2S3

=====

The lowest total energy belongs to which entry? C41H29Cl5F5LaOP2S3

=====

Which of these has the lowest molar mass? C3H3NO2